Record 1
This record from the OMol25 dataset describes a molecular structure, C18H22BaCl4N4O3 in a non-equilibrium geometry. The level of theory is ωB97M-V/def2-TZVPD.

**Multiplicity**: 1
**E_HOMO**: -4.3 eV
**Charge**: 0
**LUMO level**: -0.741 eV
**Energy**: -3010.01919 Ha
**Frontier orbital gap**: 0.131 Ha

```
52
Properties=species:S:1:pos:R:3:forces:R:3:nbo_charge:R:1
H -3.113 -4.910 -0.681 0.3 0.1 0.2 0.235
N 2.849 -0.146 -0.518 0.6 -0.3 -0.6 -0.696
H 1.226 -0.659 3.040 -0.6 -1.1 -1.4 0.501
C -0.796 -2.783 1.619 -1.5 0.0 -1.5 0.180
Ba -0.065 0.470 0.118 -1.8 1.2 2.5 1.842
H 1.349 -2.854 -1.244 -0.5 0.9 -0.1 0.208
C -1.892 4.101 3.022 -2.6 -0.8 -2.1 -0.198
Cl -5.337 1.986 0.676 0.1 0.4 -0.1 -0.007
H 4.412 1.362 -0.093 -1.0 -1.0 -1.2 0.224
N 0.382 -1.060 -2.005 0.8 -0.5 -1.3 -0.722
H -0.490 -1.623 -2.146 1.2 0.6 -0.1 0.397
C -1.585 2.883 2.204 -4.5 3.4 1.0 0.312
H 1.861 -2.436 -2.856 -0.5 0.4 0.5 0.183
C 1.563 -1.965 -1.879 -0.1 -0.8 0.0 -0.242
H 1.421 1.729 -3.938 -0.1 -0.2 1.0 0.218
Cl -0.804 4.866 4.117 0.7 -0.5 -0.1 -0.017
C -1.278 -4.902 0.548 -0.8 -0.7 -1.2 -0.180
C 2.855 2.196 -1.320 0.6 0.4 -0.6 -0.244
H 3.402 2.668 -2.180 -0.6 0.0 0.6 0.188
N 1.449 1.824 -1.725 1.4 1.4 -1.1 -0.702
C 0.534 -0.085 -3.169 -0.2 0.0 0.8 -0.245
C -0.252 -2.016 2.799 2.0 -0.6 -0.5 -0.113
Cl -3.505 6.223 3.655 -0.1 0.4 0.3 0.008
C -2.518 -2.942 0.048 0.2 -0.3 -1.2 0.032
C -4.056 2.913 1.374 3.4 0.9 0.7 -0.168
N -1.718 -2.203 0.804 -0.3 0.4 1.8 -0.460
Cl -5.766 4.753 2.264 -1.1 0.5 -0.3 -0.027
H 2.587 0.748 -3.112 -0.5 -0.1 0.0 0.191
C 1.549 1.103 -3.012 0.1 -1.1 -0.7 -0.250
H 1.046 2.738 -1.965 -0.2 -0.3 0.4 0.392
C -0.462 -4.075 1.291 1.6 -0.2 0.2 -0.245
C -4.176 4.188 1.954 1.1 -0.1 2.8 -0.153
H -1.061 -1.410 3.184 0.1 0.6 0.1 0.230
H 0.850 -0.667 -4.053 -0.5 0.4 0.0 0.200
H -3.253 -2.384 -0.562 0.4 -0.3 0.5 0.216
H 2.851 2.944 -0.495 -0.4 -0.6 -0.5 0.227
O -2.530 1.453 0.430 2.5 -2.7 -1.5 -0.921
H 3.113 -0.426 0.396 0.2 -0.3 0.9 0.387
C 3.732 0.968 -0.943 0.2 0.8 1.2 -0.247
H 3.347 -1.032 -2.389 0.2 -0.1 1.4 0.190
O -0.469 2.387 2.389 3.3 -3.0 -1.4 -0.858
C -2.706 2.371 1.278 -0.9 2.5 2.3 0.255
H 0.592 -4.284 1.391 0.1 -1.0 1.2 0.219
H -1.054 -5.982 0.433 0.1 0.9 0.0 0.233
C -2.382 -4.346 -0.101 0.0 0.8 1.0 -0.245
H 4.421 0.658 -1.760 -0.6 0.2 0.4 0.198
H 0.206 -2.656 3.599 -1.1 0.1 -0.7 0.201
H -0.460 0.403 -3.272 0.5 -0.6 -0.4 0.215
C -3.150 4.746 2.874 -0.5 -2.1 -2.6 -0.127
C 2.904 -1.322 -1.390 -0.2 -0.7 -1.9 -0.238
H 3.452 -2.231 -0.999 -0.1 1.3 -0.2 0.210
O 0.926 -1.280 2.298 -0.3 1.7 1.5 -0.785
```
Forces are in eV/Å.

***

Record 2
This record from the OMol25 dataset describes a single C18H22BrN5O3 molecule. The level of theory is ωB97M-V/def2-TZVPD.

**SMILES string**: Cc1cnc(NC(=O)Nc2cc(Br)c(C)cc2OC[C@@H]2CNCCO2)cn1
**Multiplicity**: 1
**E_HOMO**: -8.1 eV
**Charge**: 0
**Relative energy (zero: lowest compared OMol25 entry of this formula, charge and spin)**: 100.28 kJ/mol
**LUMO level**: 0.129 eV
**Energy**: -3772.65458 Ha
**Frontier orbital gap**: 0.301 Ha

```
49
Properties=species:S:1:pos:R:3:forces:R:3:nbo_charge:R:1
O -1.008 -0.606 -1.268 -0.3 0.4 -0.1 -0.533
N 3.102 -2.024 0.514 0.2 0.1 -0.1 -0.613
C 1.350 -2.206 2.253 0.3 -0.1 0.1 -0.085
H -6.550 -1.370 -1.415 -0.1 0.0 0.0 0.228
H 2.314 -1.677 -1.385 -0.1 -0.1 -0.1 0.197
H -0.105 -2.335 -1.853 -0.1 0.0 0.1 0.183
C 2.043 -2.199 -0.467 -0.3 0.3 0.2 -0.251
H 3.486 -2.470 2.514 0.0 -0.1 0.0 0.205
N -1.392 1.794 -0.179 0.4 -0.2 -0.3 -0.643
C -4.824 0.430 -0.087 0.0 -0.1 0.0 -0.072
O 0.360 -2.377 1.259 -0.1 -0.1 -0.1 -0.530
C -5.777 -1.798 -0.776 0.0 0.0 0.0 -0.627
N 1.247 1.892 -0.565 -0.2 0.5 0.2 -0.469
O -2.222 3.572 1.014 -0.3 0.1 0.1 -0.631
H 1.017 -2.792 3.111 0.0 0.1 0.0 0.197
C 2.725 -2.675 1.760 -0.3 0.2 0.2 -0.253
H 5.731 2.092 -0.402 0.0 0.0 0.0 0.239
H 0.016 4.330 1.156 -0.1 -0.2 -0.1 0.418
H 2.695 -3.751 1.568 0.0 0.0 0.1 0.193
C -3.351 -1.185 -1.004 0.2 0.1 0.0 -0.271
H 1.404 -1.142 2.540 0.0 -0.1 0.0 0.157
C 4.963 1.551 -0.947 0.0 -0.1 -0.1 -0.647
C 0.695 -1.688 0.065 0.1 -0.1 -0.4 0.057
H 0.794 -0.610 0.289 0.0 -0.2 -0.1 0.174
H 1.961 -3.269 -0.678 0.0 0.0 -0.1 0.198
C 2.395 3.614 0.584 -0.3 -0.1 0.0 -0.011
H -6.235 -2.007 0.191 -0.1 0.0 0.0 0.228
H 3.237 -1.029 0.684 0.0 -0.1 0.0 0.345
C -0.463 -1.866 -0.930 0.4 -0.3 0.4 -0.081
H 2.392 4.504 1.199 -0.1 0.1 0.1 0.194
H 5.118 1.698 -2.015 0.1 0.0 -0.1 0.226
N -0.012 3.472 0.620 0.0 0.5 0.2 -0.616
C -4.641 -0.840 -0.619 -0.1 0.2 0.1 -0.055
H 2.426 0.585 -1.592 0.1 -0.1 -0.1 0.199
N 3.568 3.151 0.223 0.1 0.1 0.0 -0.370
H -1.206 -2.515 -0.460 0.0 0.1 -0.1 0.207
C -1.313 2.958 0.503 0.2 -0.1 0.0 0.799
C -2.287 -0.311 -0.859 -0.2 0.2 0.1 0.343
Br -6.564 0.977 0.458 0.1 0.0 0.0 0.043
C -2.503 0.969 -0.317 -0.3 -0.3 0.0 0.101
H -0.516 1.423 -0.562 -0.2 0.2 0.1 0.458
H -3.180 -2.160 -1.436 0.0 -0.1 -0.1 0.216
H -5.439 -2.733 -1.213 0.0 -0.1 0.0 0.212
H 5.047 0.486 -0.739 0.1 -0.1 0.0 0.224
C 1.196 2.980 0.204 0.6 -0.5 -0.3 0.336
C 3.618 2.063 -0.548 -0.2 -0.1 -0.1 0.140
C -3.787 1.332 0.064 -0.1 0.1 0.0 -0.246
H -3.960 2.307 0.489 0.0 0.0 0.0 0.269
C 2.436 1.453 -0.948 0.3 0.2 0.2 0.018
```
Forces are in eV/Å.

***

Record 3
This record from the OMol25 dataset describes 4 unconnected molecules or ions with the total composition C18H22F25NO3Si. The level of theory is ωB97M-V/def2-TZVPD.

**SMILES string**: FC(F)C(F)(F)COC(F)(F)C(F)F.FC(F)C(F)(F)COC(F)(F)C(F)F.FC(F)C(F)(F)COC(F)(F)C(F)F.C[C@H](F)C[SiH2]N
**Multiplicity**: 1
**E_HOMO**: -9.7 eV
**Charge**: 0
**LUMO level**: 0.591 eV
**Energy**: -3765.74499 Ha
**Frontier orbital gap**: 0.380 Ha

```
70
Properties=species:S:1:pos:R:3:forces:R:3:nbo_charge:R:1
C 8.101 -3.229 1.363 0.3 0.4 -0.1 -0.132
H -6.305 -1.849 -0.267 0.1 0.0 0.0 -0.203
H 8.700 -3.125 0.458 0.0 -0.1 0.0 0.209
C -2.627 4.050 -1.606 0.2 0.1 -0.1 0.851
C -0.466 -0.950 2.982 -0.1 0.1 0.0 0.520
H -5.370 -0.366 -3.384 0.1 -0.2 0.2 0.255
H -5.436 -2.064 -2.901 0.0 0.3 0.1 0.242
F -5.480 5.269 -0.574 0.0 0.0 0.0 -0.321
F 0.641 -1.585 3.416 0.0 0.0 0.0 -0.324
C 8.200 -4.653 1.919 -0.1 0.0 0.0 0.596
H -3.356 6.465 -2.458 -0.1 0.0 0.1 0.209
H -2.960 1.913 -1.766 -0.1 0.0 0.1 0.183
C 0.785 1.324 2.601 0.0 0.5 0.2 -0.134
C -3.278 2.742 -1.131 0.0 0.0 0.0 0.486
C -3.773 5.647 -3.048 0.4 0.3 -0.2 -0.132
F 4.975 -4.756 0.874 0.1 0.0 -0.1 -0.318
O -3.076 4.438 -2.837 -0.4 -0.3 0.2 -0.506
H 4.389 -0.232 1.657 0.0 0.0 0.0 0.160
C -3.543 -1.109 -2.555 0.1 -0.1 -0.1 0.225
H -3.598 5.873 -4.099 0.0 0.0 0.0 0.229
F 2.816 -1.438 1.919 0.0 0.1 0.0 -0.327
F 4.044 1.458 3.448 -0.1 0.0 0.1 -0.325
H -5.291 0.336 -0.154 0.0 0.0 0.0 -0.191
H 8.555 -2.609 2.136 0.0 0.0 0.0 0.231
F -1.303 3.777 -1.727 0.0 0.1 0.1 -0.326
F 8.379 -6.967 1.600 0.0 0.0 0.0 -0.318
Si -6.028 -0.603 -1.019 -0.3 0.0 0.1 1.303
F 5.721 -1.562 -0.337 0.1 0.0 -0.1 -0.336
F -5.786 4.418 -3.302 0.0 0.0 0.0 -0.308
C -0.110 0.212 2.047 0.0 0.0 -0.1 0.596
H -3.023 -0.500 -0.538 0.0 -0.3 -0.2 0.225
H 9.278 -5.696 0.354 0.0 0.0 0.0 0.140
H 4.099 -2.965 0.895 0.0 0.0 0.0 0.161
F -2.746 5.026 -0.686 -0.1 0.0 0.0 -0.321
F -1.308 0.823 1.787 0.1 -0.1 0.0 -0.328
F 7.307 -5.840 0.061 0.0 0.0 0.0 -0.322
H -3.348 -2.254 -0.734 0.1 0.3 -0.1 0.223
F -4.626 2.848 -1.152 0.1 0.0 -0.1 -0.327
F -1.221 -1.839 2.301 0.0 0.0 0.0 -0.320
O 2.171 1.241 2.327 0.0 -0.5 -0.2 -0.506
F 9.374 -4.676 2.628 0.0 0.0 0.0 -0.334
F 2.481 0.212 4.309 0.0 0.0 0.0 -0.315
F 0.381 -0.257 0.883 0.0 0.0 0.1 -0.309
F 4.182 -3.786 -0.926 0.0 0.0 0.0 -0.321
F -2.895 2.525 0.152 0.0 0.0 -0.1 -0.326
F 4.459 -1.279 3.360 0.0 0.0 0.0 -0.319
C 8.348 -5.803 0.916 0.1 0.0 0.0 0.521
H -1.037 -0.585 3.839 0.0 0.0 0.0 0.143
F 7.192 -4.903 2.773 0.0 0.0 0.0 -0.304
F 6.800 -3.351 -0.951 0.0 0.0 0.1 -0.314
N -7.577 0.125 -1.376 0.4 0.0 -0.5 -1.257
H 0.592 1.484 3.663 0.0 -0.1 0.0 0.210
C -5.921 6.041 -1.587 0.0 0.0 0.0 0.521
H -8.060 -0.353 -2.136 -0.1 0.1 0.3 0.379
F -7.261 5.902 -1.675 0.0 0.0 0.0 -0.320
H -7.479 1.095 -1.668 -0.1 -0.1 0.1 0.387
C -5.300 5.615 -2.922 0.0 -0.1 0.0 0.596
C 3.732 -0.594 2.450 0.1 0.0 -0.1 0.497
C 6.085 -2.818 0.052 0.1 0.3 0.0 0.851
H -3.176 -1.860 -3.272 -0.1 0.3 0.1 0.165
F -3.055 0.146 -3.026 -0.1 -0.4 0.1 -0.399
C -2.901 -1.366 -1.207 0.2 0.0 0.2 -0.661
F -5.750 6.556 -3.813 0.0 0.0 0.0 -0.334
O 6.807 -2.679 1.202 -0.3 -0.4 0.1 -0.508
C 4.762 -3.567 0.276 -0.1 -0.1 0.1 0.495
H -1.827 -1.557 -1.326 -0.3 0.1 0.1 0.229
H -5.685 7.087 -1.378 0.0 0.0 0.0 0.141
H 0.463 2.216 2.065 0.0 0.0 0.0 0.234
C -5.076 -1.069 -2.588 0.1 0.0 -0.1 -0.918
C 3.044 0.590 3.148 0.1 0.2 0.1 0.852
```
Forces are in eV/Å.

***

Record 4
This record from the OMol25 dataset describes a molecular structure, C18H22F3N5O4 in a non-equilibrium geometry. The level of theory is ωB97M-V/def2-TZVPD.

**Multiplicity**: 1
**E_HOMO**: -8.3 eV
**Charge**: 0
**Relative energy (zero: lowest compared OMol25 entry of this formula, charge and spin)**: 1412.80 kJ/mol
**LUMO level**: 0.253 eV
**Energy**: -1573.01353 Ha
**Frontier orbital gap**: 0.313 Ha

```
52
Properties=species:S:1:pos:R:3:forces:R:3:nbo_charge:R:1
O 0.145 -1.168 1.627 -0.8 0.7 -0.1 -0.732
N 1.370 0.694 1.319 2.1 3.7 -1.9 -0.502
H -1.275 -0.317 1.512 -0.2 1.6 -0.1 0.463
C 3.112 -0.667 -0.141 0.6 -5.1 -0.7 0.486
H -2.916 -1.368 0.608 3.4 -5.0 0.6 0.184
H 4.489 -0.710 -1.725 -1.4 -2.9 3.1 0.386
H 2.980 0.814 -2.775 -0.9 -0.4 0.9 0.218
C 4.238 2.309 -1.725 -2.4 3.4 0.4 -0.426
H 5.087 3.063 -1.975 -1.2 -1.6 0.5 0.241
H 4.808 2.107 0.374 -0.7 0.0 0.1 0.232
H 0.806 -4.148 -0.890 -0.7 3.1 0.5 0.156
H 0.165 0.834 2.925 -0.1 -2.3 3.1 0.219
F -7.859 1.189 0.444 0.9 0.6 -0.5 -0.269
O 2.440 2.736 0.944 1.8 10.4 0.9 -0.468
H 0.890 2.491 2.504 -1.3 -3.8 -1.2 0.189
C -2.829 0.704 0.586 -5.6 -3.2 2.5 0.191
C 2.431 -3.317 1.239 -5.6 -8.9 1.1 -0.401
N 4.060 -1.388 -0.885 1.8 9.7 -1.2 -0.785
H 3.546 2.095 -3.832 0.8 -1.3 2.4 0.211
C -0.996 1.772 1.578 5.6 -14.1 2.0 0.703
N 3.322 0.581 -0.110 -0.5 9.2 2.6 -0.477
C 3.840 1.434 -2.842 -6.3 6.5 -1.9 -0.594
F -7.739 -1.084 0.663 1.0 2.4 -0.6 -0.479
C 2.035 -1.415 0.527 6.2 2.7 -5.6 -0.104
C 0.689 -2.953 -0.464 4.5 -10.1 2.1 -0.346
C 4.483 1.504 -0.477 1.6 -3.1 0.3 -0.237
H 0.041 -3.109 0.297 -2.5 0.2 2.2 0.203
C 0.413 1.284 2.063 -1.4 8.6 3.5 -0.286
H 0.463 -2.354 -1.168 -1.6 4.3 -4.9 0.185
O -6.683 -0.106 -1.121 1.1 3.2 1.2 -0.446
C -3.539 -0.632 0.680 -2.5 6.4 -3.8 -0.213
F -8.807 -0.173 -0.919 -0.7 1.4 -1.2 -0.302
N 2.032 -2.754 0.055 -1.4 3.4 -0.9 -0.444
C -4.725 -0.745 -0.009 0.0 -2.9 2.0 -0.180
H 3.979 -2.268 -1.096 -1.2 -5.9 -1.3 0.397
H 5.360 0.762 -0.557 -1.0 1.2 -0.4 0.212
C -5.544 0.347 -0.341 1.8 -3.6 -2.3 0.158
C -7.677 0.161 -0.329 -3.8 -6.4 2.1 1.177
C -4.954 1.523 -0.451 1.9 2.4 2.8 -0.178
C 1.134 -0.621 1.055 -2.2 -2.5 3.0 0.563
H -3.215 2.730 0.341 -0.8 0.0 0.0 0.244
H -5.510 2.352 -0.826 0.0 0.7 -0.3 0.223
C -3.690 1.749 0.327 -0.1 0.7 -3.0 -0.283
H 3.249 3.041 -1.611 2.6 -1.6 0.4 0.216
H 4.532 0.912 -3.155 7.2 -5.4 -3.1 0.175
H 3.380 -3.201 1.429 4.8 1.6 1.8 0.203
N -1.721 0.643 1.328 1.1 -0.3 0.6 -0.665
H 1.617 -3.407 2.010 1.1 1.3 0.1 0.203
H -5.059 -1.823 -0.185 0.0 1.8 0.2 0.237
C 2.328 1.661 0.842 -1.6 -16.9 -3.0 0.926
O -1.183 2.771 1.193 -3.3 14.1 -4.1 -0.533
H 2.459 -4.535 1.137 0.1 1.9 -0.4 0.153
```
Forces are in eV/Å.